1.
# C16H21F3N3O4P

C16H21F3N3O4P in the gas phase (the ωB97M-V functional and the def2-TZVPD basis, OMol25).

Element x y z (Å)
C 3.050 -1.008 0.895
O 1.996 -1.090 1.827
P 0.680 -0.175 1.500
O -0.243 -0.156 2.658
C -0.118 -0.838 -0.013
C -0.886 -2.163 0.239
C -1.676 -2.700 -0.925
C -3.078 -2.991 -0.862
C -3.766 -3.523 -1.948
C -3.064 -3.834 -3.134
C -1.688 -3.506 -3.225
C -1.043 -2.972 -2.144
N -1.070 0.084 -0.685
C -0.979 0.591 -1.968
O 0.174 0.598 -2.475
C -2.166 1.221 -2.719
F -2.384 0.674 -3.937
F -2.041 2.555 -2.864
F -3.333 0.947 -2.024
N 1.228 1.470 1.340
C 1.610 2.043 0.038
C 2.806 2.899 0.348
C 2.548 3.371 1.761
C 1.866 2.178 2.465
C 0.942 2.745 3.613
N -0.371 2.375 3.788
O 1.413 3.450 4.487
H 3.715 -1.866 1.114
H 2.727 -1.102 -0.155
H 3.572 -0.047 1.010
H 0.700 -1.072 -0.665
H -1.552 -2.011 1.078
H -0.158 -2.901 0.546
H -3.545 -2.740 0.067
H -4.861 -3.711 -1.919
H -3.586 -4.178 -4.039
H -1.162 -3.640 -4.172
H 0.017 -2.717 -2.291
H -2.004 0.150 -0.292
H 0.805 2.674 -0.355
H 1.911 1.286 -0.725
H 3.708 2.357 0.228
H 2.832 3.749 -0.350
H 3.439 3.718 2.280
H 1.812 4.225 1.686
H 2.625 1.521 2.892
H -0.647 1.488 3.325
H -0.760 2.574 4.703

Forces on atoms 1 to 2 (eV/Å):
1.1 -0.4 -0.4
-1.8 0.4 -0.6

Values from the calculation:
spin multiplicity: 1
SMILES: CO[P@](=O)([C@@H](Cc1ccccc1)NC(=O)C(F)(F)F)N1CCC[C@H]1C(N)=O
lowest unoccupied orbital energy: 0.43 eV
net charge: 0
orbital gap: 9.42 eV
energy above the lowest of the compared OMol25 structures with the same formula, charge and spin: 0.0 kcal/mol

The molecule's natural (NBO) atomic charges, reported in e, are given here: -0.27 -0.79 2.32 -1.12 -0.41 -0.42 -0.05 -0.20 -0.21 -0.20 -0.23 -0.16 -0.59 0.57 -0.59 0.92 -0.30 -0.29 -0.34 -0.79 -0.22 -0.42 -0.39 -0.12 0.67 -0.84 -0.63 0.21 0.17 0.19 0.25 0.24 0.24 0.21 0.22 0.22 0.22 0.20 0.42 0.19 0.21 0.20 0.22 0.24 0.21 0.21 0.43 0.40



2.
# C16H21HfN8P

A molecular structure, C16H21HfN8P (the ωB97M-V functional and the def2-TZVPD basis, OMol25).

Element x y z (Å)
Hf -0.175 -0.190 1.167
C 2.898 -0.225 -3.486
N 2.591 -0.288 -2.084
C 3.551 -0.344 -1.026
C 2.848 -0.346 0.128
N 1.444 -0.161 -0.142
C 1.351 -0.098 -1.493
P -0.298 -0.195 -2.243
C -0.921 -1.625 -1.303
N -0.828 -1.840 0.027
C -1.158 -3.198 0.251
C -1.331 -3.822 -0.924
N -1.164 -2.851 -1.920
C -1.430 -3.032 -3.351
C -0.945 1.219 -1.356
N -1.091 1.238 -0.033
C -1.539 2.541 0.341
C -1.649 3.305 -0.763
N -1.181 2.531 -1.830
C -1.278 2.900 -3.259
H 3.794 -0.795 -3.691
H 2.012 -0.727 -4.024
H 3.082 0.781 -3.901
H 4.613 -0.445 -1.227
H 3.176 -0.411 1.176
H -1.164 -3.587 1.244
H -1.682 -4.806 -1.129
H -2.244 -3.734 -3.402
H -1.641 -2.095 -3.879
H -0.555 -3.498 -3.842
H -1.845 2.702 1.395
H -1.852 4.393 -0.885
H -2.300 2.812 -3.657
H -0.986 3.956 -3.383
H -0.616 2.273 -3.862
C 0.141 2.076 5.540
N -0.031 0.859 4.757
C -1.028 -0.125 4.949
C -0.832 -1.024 3.947
N 0.269 -0.652 3.139
C 0.735 0.499 3.714
H 0.017 1.909 6.651
H -0.604 2.844 5.252
H 1.160 2.505 5.404
H -1.702 -0.169 5.814
H -1.324 -1.942 3.728
H 1.715 0.885 3.467

Forces on atoms 1 to 2 (eV/Å):
0.2 -1.5 -1.7
-1.3 -0.9 -2.2

Values from the calculation:
spin multiplicity: 1
lowest unoccupied orbital energy: -14.18 eV
net charge: +4
orbital gap: 7.70 eV
energy above the lowest of the compared OMol25 structures with the same formula, charge and spin: 2.9 kcal/mol

The molecule's natural (NBO) atomic charges, reported in e, are given here: 2.71 -0.44 -0.24 0.01 -0.04 -0.76 0.13 0.88 0.10 -0.74 -0.01 0.01 -0.23 -0.43 0.11 -0.78 -0.06 0.03 -0.25 -0.44 0.28 0.24 0.28 0.31 0.26 0.26 0.30 0.27 0.25 0.26 0.26 0.31 0.27 0.28 0.24 -0.46 -0.23 0.03 -0.08 -0.74 0.17 0.29 0.26 0.26 0.32 0.27 0.28



3.
# C16H21IrN2S

A molecular structure, C16H21IrN2S (the ωB97M-V functional and the def2-TZVPD basis, OMol25).

Element x y z (Å)
Ir -0.274 -0.051 -0.211
C -1.330 -0.159 -2.040
C -1.540 -1.366 -1.270
C -2.164 -0.985 -0.035
C -2.363 0.462 -0.061
C -1.865 0.967 -1.288
C -1.942 2.365 -1.805
C -3.043 1.230 1.016
C -2.644 -1.892 1.045
C -1.227 -2.762 -1.677
C -0.769 -0.037 -3.409
H -2.679 2.412 -2.610
H -0.988 2.698 -2.215
H -2.242 3.069 -1.033
H -4.101 0.953 1.023
H -2.974 2.302 0.859
H -2.643 0.995 2.003
H -1.924 -1.985 1.859
H -2.831 -2.893 0.659
H -3.566 -1.501 1.475
H -2.172 -3.278 -1.870
H -0.719 -3.311 -0.884
H -0.630 -2.805 -2.584
H -1.583 0.252 -4.080
H -0.335 -0.962 -3.778
H -0.020 0.755 -3.461
N 4.559 -5.205 0.778
C 3.600 -4.813 1.629
S 3.338 -5.507 3.083
C 2.740 -3.662 1.157
C 1.783 -3.134 2.023
C 0.990 -2.089 1.620
N 1.082 -1.543 0.389
C 2.010 -2.033 -0.451
C 2.841 -3.078 -0.105
H 5.158 -5.964 1.062
H 4.757 -4.764 -0.101
H 1.681 -3.554 3.015
H 0.266 -1.652 2.295
H 2.081 -1.571 -1.427
H 3.546 -3.410 -0.853

Forces on atoms 1 to 2 (eV/Å):
0.5 -1.1 0.3
-0.4 0.5 -0.1

Values from the calculation:
spin multiplicity: 1
lowest unoccupied orbital energy: -8.49 eV
net charge: +2
orbital gap: 5.28 eV

The molecule's Mulliken atomic charges, reported in e, are given here: 0.77 0.48 0.42 0.55 0.57 0.63 -1.44 -1.62 -1.01 -1.69 -1.52 0.35 0.35 0.41 0.41 0.39 0.36 0.11 0.40 0.43 0.38 0.37 0.40 0.38 0.41 0.38 -0.28 0.20 -0.31 1.24 -0.65 -0.39 -0.41 -0.48 -0.65 0.22 0.13 0.43 0.55 0.42 0.33



4.
# C16H21N3O3S

C16H21N3O3S in the gas phase (the ωB97M-V functional and the def2-TZVPD basis, OMol25).

Element x y z (Å)
C 2.740 3.154 0.591
S 2.933 2.195 -0.931
C 4.286 1.085 -0.407
C 4.327 -0.188 -1.242
C 3.510 -1.388 -0.704
N 2.060 -1.142 -0.602
C 1.394 -0.412 0.277
O 1.830 0.014 1.357
C -0.051 -0.079 -0.105
N -0.511 -0.987 -1.195
C -0.986 -0.019 1.129
C -2.361 0.461 0.782
C -2.766 1.799 0.775
N -4.079 1.851 0.364
C -4.536 0.584 0.049
C -5.798 0.139 -0.382
C -5.961 -1.203 -0.599
C -4.932 -2.127 -0.345
C -3.689 -1.689 0.109
C -3.472 -0.322 0.321
C 4.216 -1.978 0.533
O 5.169 -2.687 0.360
O 3.838 -1.630 1.777
H 3.676 3.654 0.907
H 2.430 2.491 1.404
H 1.942 3.929 0.426
H 5.285 1.572 -0.497
H 4.130 0.857 0.603
H 5.322 -0.559 -1.276
H 4.028 0.060 -2.274
H 3.577 -2.205 -1.413
H 1.475 -1.375 -1.445
H -0.034 0.921 -0.582
H -1.304 -0.596 -1.688
H -0.818 -1.887 -0.822
H -0.503 0.624 1.874
H -1.046 -1.019 1.582
H -2.216 2.689 1.028
H -4.667 2.704 0.309
H -6.615 0.802 -0.667
H -6.921 -1.569 -0.945
H -5.073 -3.211 -0.476
H -2.893 -2.365 0.286
H 3.065 -0.947 1.756

Forces on atoms 1 to 2 (eV/Å):
-0.3 0.7 0.3
0.3 0.1 0.1

Values from the calculation:
spin multiplicity: 1
SMILES: CSCC[C@H](NC(=O)[C@@H](N)Cc1c[nH]c2ccccc12)C(=O)O
lowest unoccupied orbital energy: 0.47 eV
net charge: 0
orbital gap: 8.63 eV
energy above the lowest of the compared OMol25 structures with the same formula, charge and spin: 18.1 kcal/mol

The molecule's natural (NBO) atomic charges, reported in e, are given here: -0.75 0.17 -0.53 -0.41 -0.15 -0.61 0.70 -0.70 -0.12 -0.86 -0.44 -0.12 -0.02 -0.52 0.12 -0.24 -0.22 -0.23 -0.22 -0.04 0.78 -0.58 -0.70 0.22 0.23 0.23 0.22 0.22 0.24 0.21 0.24 0.45 0.23 0.38 0.36 0.25 0.21 0.22 0.42 0.22 0.21 0.22 0.20 0.51



5.
# C16H21N5O3W

A molecular structure, C16H21N5O3W (the ωB97M-V functional and the def2-TZVPD basis, OMol25).

Element x y z (Å)
N -0.607 -1.068 1.675
C -1.372 -1.825 2.110
C -2.229 -2.778 2.766
H -1.758 -3.095 3.706
H -2.382 -3.649 2.119
H -3.196 -2.316 2.990
N -0.464 0.348 -3.344
C -1.099 0.539 -4.305
C -1.861 0.908 -5.457
H -2.306 0.023 -5.915
H -1.221 1.383 -6.201
H -2.669 1.591 -5.188
N 1.668 0.342 -0.293
C 2.480 0.850 0.369
C 3.477 1.556 1.137
H 3.314 2.643 1.048
H 4.486 1.336 0.753
H 3.449 1.262 2.199
W 0.467 -0.727 -1.722
C -0.315 1.681 -1.180
O 0.166 2.710 -1.384
C -1.992 -0.529 -0.862
O -2.721 -0.069 -0.110
C -0.063 -2.802 -1.738
C 0.901 -2.566 -0.748
C 2.113 -1.965 -1.107
C 2.313 -1.543 -2.423
C 1.312 -1.675 -3.393
C 0.106 -2.321 -3.042
H -1.006 -3.273 -1.471
H 0.687 -2.851 0.278
H 2.911 -1.886 -0.373
H 3.250 -1.067 -2.712
H 1.466 -1.341 -4.410
H -0.666 -2.470 -3.792
C 0.761 2.941 4.289
N -0.490 2.267 4.121
C -1.010 1.952 2.898
N -2.212 1.288 3.001
O -0.482 2.247 1.818
H 1.375 2.830 3.384
H 1.301 2.511 5.143
H 0.611 4.014 4.481
H -0.995 1.946 4.937
H -2.717 1.149 2.137
H -2.782 1.497 3.811

Forces on atoms 1 to 2 (eV/Å):
-0.9 -0.8 0.1
1.4 1.0 -0.1

Values from the calculation:
spin multiplicity: 3
lowest unoccupied orbital energy (spin up / spin down): -14.98 / -15.75 eV
net charge: +4
orbital gap (spin up / spin down): 7.04 / 6.05 eV
energy above the lowest of the compared OMol25 structures with the same formula, charge and spin: 0.0 kcal/mol

The molecule's natural (NBO) atomic charges, reported in e, are given here: -0.50 0.40 -0.76 0.31 0.29 0.29 -0.55 0.68 -0.78 0.33 0.34 0.33 -0.53 0.67 -0.78 0.32 0.33 0.31 1.21 0.65 -0.33 0.63 -0.37 -0.16 -0.32 -0.14 -0.24 -0.23 -0.29 0.31 0.33 0.30 0.32 0.32 0.32 -0.48 -0.17 0.72 -0.72 -0.55 0.26 0.30 0.34 0.45 0.43 0.43



> Number 3 is which compound?

C16H21IrN2S